1.
DFT (the ωB97M-V functional and the def2-TZVPD basis) results for a cluster of 2 separate species, C2H8NO2 in total.

Cartesian coordinates (Å):
C: -0.548 0.474 -0.580
O: 0.040 1.191 0.384
C: 0.538 -0.575 -1.032
N: 1.722 -0.493 -0.080
H: -1.533 0.005 -0.154
H: -0.796 1.087 -1.429
H: 0.063 -1.635 -1.032
H: 0.946 -0.359 -2.069
H: 1.910 0.481 -0.034
H: 1.461 -0.580 0.875
H: -1.064 -0.550 2.027
H: -1.052 0.810 1.280
O: -1.688 0.144 1.844

HOMO energy (eV): -3.261
DFT total energy (a.u.): -286.2033
Net charge: -1
ΔE to the lowest compared entry with this formula, charge and spin (kJ/mol): 115.54
Molecular weight (g mol⁻¹): 78.091

---

2.
DFT (the ωB97M-V functional and the def2-TZVPD basis) results for a cluster of 2 separate species, C2H8NO2 in total.

Cartesian coordinates (Å):
C: 0.564 0.884 -1.090
N: 0.053 0.492 0.228
C: 0.790 -0.744 0.748
O: 2.034 -0.528 1.117
H: 0.569 1.969 -1.167
H: -0.076 0.448 -1.871
H: 1.571 0.467 -1.228
H: 0.260 1.221 0.899
H: 0.689 -1.475 -0.094
H: 0.081 -1.149 1.525
H: -1.573 -0.112 0.002
H: -2.459 -1.203 0.584
O: -2.502 -0.271 0.347

HOMO energy (eV): -2.679
DFT total energy (a.u.): -286.2233
Net charge: -1
ΔE to the lowest compared entry with this formula, charge and spin (kJ/mol): 62.94
Molecular weight (g mol⁻¹): 78.091

---

3.
DFT (the ωB97M-V functional and the def2-TZVPD basis) results for the ion C2H8NO2 with charge +1.

Cartesian coordinates (Å):
C: -0.197 0.998 -0.411
C: -1.153 -0.108 0.231
N: 1.085 0.320 -0.827
O: 0.426 -1.575 1.330
O: -0.672 -0.568 1.484
H: 0.020 1.835 0.262
H: -0.779 1.425 -1.173
H: -2.176 0.446 0.293
H: -1.192 -0.999 -0.523
H: 0.776 -0.509 -1.308
H: 1.691 -0.087 -0.066
H: 1.705 0.880 -1.417
H: 0.467 -2.057 2.124

HOMO energy (eV): -14.584
DFT total energy (a.u.): -285.8543
Net charge: +1
ΔE to the lowest compared entry with this formula, charge and spin (kJ/mol): 431.08
Molecular weight (g mol⁻¹): 78.091
Structure (SMILES): [NH3+]CCOO

---

4.
DFT (the ωB97M-V functional and the def2-TZVPD basis) results for a cluster of 2 separate species, C2H8NO2 in total.

Cartesian coordinates (Å):
O: 1.576 0.954 0.262
C: 0.704 1.153 -0.610
C: -0.848 0.774 -0.267
N: -0.744 0.097 1.076
H: 0.855 1.515 -1.612
H: -1.444 1.751 -0.212
H: -1.556 0.255 -0.986
H: -1.651 -0.404 1.431
H: 0.041 -0.670 0.892
H: -0.435 0.820 1.836
H: 0.793 -2.670 -0.942
H: 1.823 -1.721 -0.401
O: 0.885 -1.854 -0.467

HOMO energy (eV): -15.212
DFT total energy (a.u.): -285.9498
Net charge: +1
ΔE to the lowest compared entry with this formula, charge and spin (kJ/mol): 180.38
Molecular weight (g mol⁻¹): 78.091

---

Number 1: LUMO 4.665 eV, largest force on an atom 2.7 eV/Å, gap between HOMO and LUMO 7.93 eV. Number 2: LUMO 4.445 eV, largest force on an atom 1.1 eV/Å, gap between HOMO and LUMO 7.12 eV. Number 3: LUMO -3.676 eV, largest force on an atom 4.4 eV/Å, gap between HOMO and LUMO 10.91 eV. Number 4: LUMO -3.810 eV, largest force on an atom 4.3 eV/Å, gap between HOMO and LUMO 11.40 eV.